{
  "formula": "C2H3NOS2",
  "method": "ωB97M-V with the def2-TZVPD basis set",
  "e_lumo_ev": -1.17,
  "total_charge": 0,
  "gap_ev": 8.252,
  "e_above_lowest_kcal_mol": 86.9,
  "smiles": "O=CN(S)C=S",
  "symbols": ["C", "C", "H", "H", "H", "N", "O", "S", "S"],
  "positions_angstrom": [[0.82656, -0.79871, 0.03224], [-1.48975, -0.05601, 0.07156], [1.72375, 1.46626, 0.20942], [0.54412, -1.73033, 0.26404], [-2.10206, 0.77418, 0.80376], [-0.13750, 0.17540, -0.14079], [-2.14025, -1.13004, -0.59275], [0.29878, 1.84042, -0.34112], [2.47635, -0.54118, -0.30637]],
  "atomic_forces_ev_per_a": [[2.9, 4.2, -2.7], [-5.6, -4.8, -2.6], [-2.3, 0.6, -1.1], [-1.7, -3.2, 1.0], [1.7, -2.4, -2.3], [0.4, -0.4, 0.8], [4.4, 7.1, 4.9], [2.3, -0.9, 1.0], [-2.3, -0.1, 1.0]]
}

{
  "formula": "C6H6N2",
  "method": "ωB97M-V with the def2-TZVPD basis set",
  "e_lumo_ev": 0.35,
  "total_charge": 0,
  "gap_ev": 8.999,
  "e_above_lowest_kcal_mol": 89.0,
  "smiles": "C#C/C(N)=C(/C)C#N",
  "symbols": ["C", "C", "C", "C", "C", "C", "H", "H", "H", "H", "H", "H", "N", "N"],
  "positions_angstrom": [[-1.97477, 0.23705, -0.35679], [-0.60646, -0.27396, -0.26977], [-0.19713, -1.59394, -0.82588], [0.43773, 0.51672, 0.08971], [1.70277, -0.24715, -0.12983], [2.74620, -0.74028, -0.26263], [-2.17153, 1.28415, -0.58765], [-2.70204, 0.11499, 0.52885], [-2.40871, -0.43464, -1.02988], [1.07825, 1.56279, 1.71548], [-0.38621, 2.03739, 1.19647], [3.69926, -1.35628, -0.04904], [0.31578, -2.73171, -0.88013], [0.46685, 1.62487, 0.86111]],
  "atomic_forces_ev_per_a": [[-2.5, -0.2, 2.2], [1.1, 0.4, -1.0], [2.7, -6.7, 0.9], [1.7, -4.3, 0.1], [-4.2, 4.4, 1.1], [6.4, -3.6, 0.8], [0.7, -0.1, -0.6], [1.5, -0.2, -0.5], [-1.3, -0.4, -1.6], [-0.4, 0.0, -1.7], [-0.6, -0.2, -0.5], [-2.2, 1.5, -1.0], [-4.0, 7.8, -0.2], [1.1, 1.5, 2.0]]
}

{
  "formula": "C3H3N3",
  "method": "ωB97M-V with the def2-TZVPD basis set",
  "e_lumo_ev": [0.54, -0.91],
  "s_squared": 2.033,
  "spin_multiplicity": 3,
  "total_charge": 0,
  "gap_ev": [8.485, 9.096],
  "e_above_lowest_kcal_mol": 57.4,
  "symbols": ["C", "C", "C", "N", "N", "N", "H", "H", "H"],
  "positions_angstrom": [[-0.04537, 0.65919, -0.78344], [0.97781, 0.53802, 0.00546], [-0.65504, -1.42685, 1.11506], [-1.29746, 0.03039, -0.75385], [-1.48184, -1.01176, 0.19047], [1.97366, 0.84070, 0.63264], [0.05900, 1.63886, -1.36214], [-2.33336, -1.62049, 0.00536], [2.80260, 0.35194, 0.95043]],
  "atomic_forces_ev_per_a": [[-4.2, 0.6, -1.4], [3.9, 0.0, 2.6], [-0.5, 0.8, -0.9], [1.0, 0.7, -0.3], [0.7, -1.1, 0.3], [-1.3, -0.6, 0.2], [-0.5, -1.8, 0.2], [1.1, 1.5, -0.1], [-0.2, 0.0, -0.6]]
}

no.,energy (Ha),maximum force (eV/Å)
1,-1004.24913,9.7
2,-341.58071,8.8
3,-280.13025,4.7